(1)
Molecular formula: C5H4N2O
Method: DFT, ωB97M-V with the def2-TZVPD basis set

Properties
- orbital gap (eV) = 6.70
- highest occupied orbital energy (eV) = -7.465

Geometry as XYZ:
```
12
C5H4N2O (ωB97M-V with the def2-TZVPD basis set)
C -0.019 -1.569 -1.174
C -0.323 -0.520 -0.565
C -1.440 0.233 -0.116
C -1.206 1.534 0.292
C 1.223 -0.107 0.301
N 0.052 1.888 0.650
N 0.917 0.987 0.722
O 2.272 -0.899 0.494
H 0.654 -2.284 -1.653
H -2.449 -0.194 -0.475
H -1.938 2.381 0.290
H 2.254 -1.450 1.233
```

(2)
Molecular formula: C5H4N2O
Method: DFT, ωB97M-V with the def2-TZVPD basis set

Properties
- structure (SMILES) = c1cn2occc2n1
- orbital gap (eV) = 9.03
- highest occupied orbital energy (eV) = -8.111

Geometry as XYZ:
```
12
C5H4N2O (ωB97M-V with the def2-TZVPD basis set)
C 1.226 -0.843 1.396
C 0.347 0.223 1.631
C -1.118 0.985 -1.359
C -0.519 -0.247 -1.710
C 0.246 -0.555 -0.488
H 1.629 -1.590 2.159
H 0.358 0.943 2.381
H -1.631 1.678 -2.087
H -0.431 -1.060 -2.568
N -0.198 0.401 0.445
N 1.094 -1.301 0.214
O -1.003 1.366 -0.014
```

Stability ranking, top and bottom: (2) is the most stable and (1) is the least stable.

(1)
Molecular formula: C5H4N2O
Method: DFT, ωB97M-V with the def2-TZVPD basis set

Properties
- orbital gap (eV) = 10.55
- highest occupied orbital energy (eV) = -10.907

Geometry as XYZ:
```
12
C5H4N2O (ωB97M-V with the def2-TZVPD basis set)
C -1.368 2.912 0.016
C -0.446 2.157 0.002
C 0.822 0.477 0.034
C 0.540 -0.906 -0.016
C -0.746 -1.629 -0.028
N 2.091 0.698 0.038
N 1.713 -1.483 -0.035
O 2.652 -0.516 0.000
H -2.049 3.715 0.053
H -0.608 -2.617 -0.458
H -1.114 -1.741 0.991
H -1.486 -1.069 -0.597
```

(2)
Molecular formula: C5H4N2O
Method: DFT, ωB97M-V with the def2-TZVPD basis set

Properties
- structure (SMILES) = C#C[C@@H](C#N)ON=C
- orbital gap (eV) = 11.24
- highest occupied orbital energy (eV) = -10.516

Geometry as XYZ:
```
12
C5H4N2O (ωB97M-V with the def2-TZVPD basis set)
C -0.048 1.504 -2.256
C -0.242 0.082 0.863
C -0.902 -1.150 0.427
C -1.618 -2.089 0.338
C 1.197 -0.200 1.205
H -0.656 2.432 -2.208
H 0.402 1.164 -3.185
H -0.653 0.558 1.800
H -2.300 -2.892 0.568
N 0.113 0.669 -1.264
N 2.303 -0.500 1.333
O -0.503 1.084 -0.114
```

(3)
Molecular formula: C5H4N2O
Method: DFT, ωB97M-V with the def2-TZVPD basis set

Properties
- orbital gap (eV) = 8.84
- highest occupied orbital energy (eV) = -8.292

Geometry as XYZ:
```
12
C5H4N2O (ωB97M-V with the def2-TZVPD basis set)
C -0.977 -0.370 -0.671
C -0.015 -0.974 -1.505
C 1.086 -0.247 -0.866
C 0.622 0.531 0.176
C 1.399 1.080 1.267
H -3.016 -1.426 -0.068
H -2.322 -1.638 -1.651
H -0.074 -1.620 -2.248
H 2.201 -0.420 -0.916
N -2.318 -1.047 -0.723
N 1.735 1.247 2.471
O -0.674 0.448 0.280
```

Stability ranking, top and bottom: (3) is the most stable and (1) is the least stable.